{
  "formula": "C22H31N3O2",
  "method": "ωB97M-V/def2-TZVPD",
  "elements": ["C", "C", "C", "C", "N", "C", "C", "C", "C", "N", "C", "O", "C", "C", "N", "C", "C", "C", "C", "C", "C", "C", "C", "C", "O", "C", "C", "H", "H", "H", "H", "H", "H", "H", "H", "H", "H", "H", "H", "H", "H", "H", "H", "H", "H", "H", "H", "H", "H", "H", "H", "H", "H", "H", "H", "H", "H", "H"],
  "xyz": [[-6.8580, -0.7984, -2.7334], [-6.8488, 0.2321, -1.6101], [-5.4670, 0.4357, -0.9900], [-4.9817, -0.7950, -0.2061], [-3.7315, -0.6526, 0.5075], [-3.7529, 0.2860, 1.6082], [-2.5343, 0.0478, 2.4981], [-1.2496, 0.2275, 1.6914], [-0.0167, -0.0627, 2.5563], [1.2171, 0.1734, 1.8512], [2.0206, -0.8408, 1.4332], [1.7998, -2.0061, 1.7162], [3.1813, -0.4194, 0.6408], [3.5826, 0.8484, 0.2731], [4.7278, 0.8006, -0.4688], [5.1099, -0.5181, -0.5953], [6.2020, -1.0734, -1.2427], [6.3288, -2.4483, -1.2060], [5.3963, -3.2445, -0.5405], [4.3110, -2.6942, 0.1076], [4.1609, -1.3109, 0.0839], [5.3956, 1.9480, -1.0276], [4.4066, 3.1095, -1.0703], [3.7156, 3.1918, 0.2861], [2.9609, 2.0208, 0.5509], [-1.3037, -0.6979, 0.4773], [-2.5715, -0.4371, -0.3317], [-7.8419, -0.8435, -3.1951], [-6.6150, -1.7887, -2.3578], [-6.1325, -0.5322, -3.4993], [-7.5509, -0.0744, -0.8310], [-7.1962, 1.1890, -2.0084], [-4.7499, 0.6707, -1.7794], [-5.5120, 1.2898, -0.3102], [-4.8586, -1.6375, -0.8918], [-5.7450, -1.0691, 0.5293], [-4.6687, 0.1260, 2.1827], [-3.7426, 1.3370, 1.2626], [-2.5555, 0.7394, 3.3430], [-2.5742, -0.9715, 2.8833], [-1.1934, 1.2674, 1.3427], [-0.0078, -1.1152, 2.8497], [-0.0439, 0.5595, 3.4587], [1.4107, 1.1105, 1.5385], [6.9288, -0.4601, -1.7550], [7.1674, -2.9154, -1.7010], [5.5342, -4.3156, -0.5354], [3.5858, -3.2982, 0.6274], [5.7513, 1.6987, -2.0318], [6.2662, 2.2115, -0.4110], [4.9207, 4.0437, -1.2897], [3.6547, 2.9291, -1.8413], [2.9954, 4.0118, 0.3229], [4.4603, 3.3343, 1.0813], [-0.4259, -0.5496, -0.1541], [-1.3045, -1.7333, 0.8187], [-2.6215, -1.1299, -1.1750], [-2.5372, 0.5933, -0.7334]],
  "atomic_forces_ev_per_a": [[-0.104, 0.124, 0.181], [0.207, 0.038, -0.109], [-0.112, -0.206, 0.213], [-0.086, 0.207, -0.199], [0.050, 0.010, 0.032], [0.052, -0.140, 0.247], [-0.008, 0.342, -0.207], [0.119, -0.397, 0.212], [-0.274, 0.031, -0.020], [-0.143, 0.226, 0.054], [0.022, 0.504, 0.064], [0.040, -0.341, -0.064], [0.088, 0.219, -0.083], [-0.323, -0.338, 0.263], [-0.141, 0.318, 0.014], [-0.162, -0.616, 0.180], [0.063, 0.150, -0.058], [0.101, -0.010, -0.067], [0.044, -0.112, -0.020], [-0.022, -0.004, 0.018], [0.155, 0.276, -0.132], [0.196, 0.325, -0.180], [-0.060, -0.294, 0.293], [0.250, 0.615, -0.215], [0.039, -0.580, -0.127], [-0.070, 0.337, -0.154], [0.207, -0.207, 0.057], [-0.054, -0.078, -0.094], [0.027, -0.143, -0.044], [0.081, -0.015, -0.117], [-0.072, 0.068, 0.039], [-0.075, -0.017, 0.071], [0.052, 0.094, -0.021], [0.079, 0.058, -0.022], [-0.094, -0.037, 0.035], [-0.050, -0.056, -0.060], [-0.022, 0.063, -0.029], [-0.054, -0.032, 0.035], [0.014, 0.009, 0.077], [-0.021, -0.070, 0.077], [-0.025, 0.034, -0.013], [-0.065, 0.120, 0.071], [-0.026, -0.099, -0.014], [0.076, -0.072, 0.004], [0.080, 0.043, -0.050], [0.066, -0.023, -0.040], [-0.002, -0.090, 0.009], [-0.052, -0.062, 0.039], [-0.014, 0.014, 0.117], [-0.074, -0.023, -0.116], [0.003, 0.010, 0.004], [0.012, 0.057, -0.023], [0.129, -0.092, 0.025], [-0.104, -0.020, -0.047], [0.051, -0.031, -0.011], [0.032, -0.089, -0.003], [-0.012, 0.055, -0.048], [-0.015, -0.054, -0.048]],
  "nbo_charge": [-0.607, -0.388, -0.421, -0.199, -0.450, -0.216, -0.391, -0.221, -0.218, -0.620, 0.670, -0.646, -0.305, 0.522, -0.378, 0.117, -0.246, -0.222, -0.228, -0.210, 0.029, -0.202, -0.438, -0.064, -0.495, -0.407, -0.214, 0.209, 0.202, 0.200, 0.193, 0.199, 0.194, 0.200, 0.192, 0.189, 0.200, 0.155, 0.201, 0.207, 0.184, 0.234, 0.187, 0.404, 0.209, 0.210, 0.211, 0.247, 0.217, 0.196, 0.229, 0.218, 0.205, 0.177, 0.211, 0.215, 0.201, 0.154],
  "lumo_energy_ev": 0.5,
  "smiles": "CCCCN1CCC(CNC(=O)c2c3n(c4ccccc24)CCCO3)CC1",
  "e_homo_ha": -0.28301,
  "orbital_gap_ha": 0.301,
  "charge": 0,
  "e_above_lowest_kj_mol": 72.0,
  "largest_force_ha_per_bohr": 0.014,
  "energy_ha": -1171.70108
}